Record 1
{"formula": "C16H21F2N5O6", "method": "ωB97M-V/def2-TZVPD", "charge": 0, "de_lowest_kcal_mol": 0.0, "lumo_energy_ev": 0.12, "multiplicity": 1, "homo_lumo_gap_ev": 11.2, "symbols": ["H", "C", "N", "C", "C", "H", "O", "F", "H", "H", "H", "O", "C", "H", "N", "C", "N", "H", "H", "C", "H", "C", "C", "F", "C", "H", "H", "O", "N", "H", "C", "H", "H", "C", "C", "H", "H", "H", "H", "O", "N", "H", "H", "C", "O", "C", "H", "C", "O", "C"], "coordinates": [[-1.900, -13.988, 19.349], [-2.715, -13.836, 20.056], [-5.530, -19.088, 11.804], [3.226, -14.556, 15.236], [-4.005, -13.200, 19.579], [1.405, -14.386, 14.145], [-4.979, -16.201, 20.994], [0.384, -13.631, 18.903], [-1.065, -13.768, 13.996], [2.311, -12.910, 14.560], [-3.537, -20.775, 12.994], [-3.102, -15.137, 20.396], [0.416, -15.876, 19.469], [-2.360, -13.284, 20.926], [3.867, -15.070, 16.029], [-5.384, -18.417, 12.777], [-1.915, -18.080, 12.856], [-8.463, -13.758, 13.959], [-0.913, -15.497, 13.785], [2.396, -13.938, 14.208], [2.931, -14.042, 13.264], [-6.330, -14.021, 13.970], [2.527, -15.826, 20.218], [-3.960, -13.123, 18.252], [-2.722, -20.440, 13.635], [-1.875, -21.126, 13.657], [-4.183, -12.188, 19.945], [-5.003, -14.079, 19.946], [-1.573, -15.206, 16.869], [-4.591, -18.184, 14.756], [-2.277, -19.138, 13.175], [1.521, -14.890, 17.845], [-7.560, -13.026, 15.354], [-5.196, -17.660, 14.016], [-7.622, -13.853, 14.646], [-2.532, -14.863, 13.892], [-7.886, -14.789, 15.138], [-0.269, -16.338, 18.757], [-4.737, -16.707, 13.753], [3.566, -16.139, 20.718], [-5.282, -14.095, 13.470], [-0.169, -15.567, 20.335], [-6.203, -17.435, 14.366], [-1.516, -14.724, 14.262], [2.279, -14.598, 19.756], [-1.496, -15.003, 15.749], [-3.061, -20.343, 14.666], [-4.408, -15.211, 20.450], [1.468, -16.734, 19.852], [1.167, -14.690, 18.857]]}

Record 2
{"formula": "C16H21F3N5RuS", "method": "ωB97M-V/def2-TZVPD", "charge": 3, "lumo_energy_ev": -12.53, "multiplicity": 1, "homo_lumo_gap_ev": 5.9, "symbols": ["C", "H", "H", "S", "C", "C", "H", "N", "C", "H", "F", "N", "C", "H", "H", "H", "C", "C", "C", "N", "H", "H", "H", "H", "F", "Ru", "F", "C", "H", "H", "C", "H", "N", "H", "H", "H", "C", "C", "N", "H", "C", "H", "H", "C", "C", "H", "C"], "coordinates": [[0.270, 2.537, 0.232], [2.139, -3.833, 0.492], [3.978, -0.177, 1.870], [0.489, -0.786, 1.148], [2.497, 0.662, 3.119], [-2.315, 0.224, -3.923], [2.168, -4.387, -1.184], [-3.147, 0.372, -1.691], [-1.260, 0.232, -4.791], [1.425, 0.816, 3.025], [-0.337, 3.377, -0.574], [2.967, -0.080, 1.920], [-2.084, 0.357, -2.544], [1.214, -2.083, -1.079], [3.925, -0.260, 4.465], [-5.407, 0.554, -0.469], [-3.620, 0.935, 2.378], [2.285, -2.255, -0.988], [2.851, -0.086, 4.392], [-2.188, 0.667, 0.476], [-1.435, 0.135, -5.855], [-5.740, 0.893, 1.953], [0.907, 0.401, -4.974], [2.731, -2.076, -1.965], [0.167, 2.904, 1.482], [-0.326, 0.674, -0.217], [1.570, 2.405, -0.118], [2.281, -0.668, 0.972], [2.335, -1.044, 4.453], [-1.489, 0.958, 2.422], [-4.740, 0.825, 1.544], [2.561, 0.518, 5.251], [2.851, -1.222, -0.083], [1.220, 0.616, -2.522], [-4.041, 0.283, -2.157], [2.978, 1.640, 3.084], [-3.266, 0.561, -0.327], [0.238, 0.491, -2.969], [-0.821, 0.484, -2.084], [3.863, -1.149, -0.128], [2.582, -3.657, -0.489], [-3.332, 0.121, -4.279], [3.656, -3.834, -0.426], [0.060, 0.375, -4.304], [-4.559, 0.640, 0.198], [-3.718, 1.083, 3.445], [-2.381, 0.857, 1.821]]}

Record 3
{"formula": "C16H21KN4O7", "method": "ωB97M-V/def2-TZVPD", "charge": -2, "de_lowest_kcal_mol": 7.8, "lumo_energy_ev": 4.57, "multiplicity": 1, "homo_lumo_gap_ev": 6.8, "symbols": ["O", "H", "H", "H", "H", "O", "H", "H", "C", "H", "H", "C", "O", "C", "C", "C", "O", "N", "C", "H", "H", "N", "H", "C", "K", "C", "O", "C", "H", "H", "O", "O", "H", "C", "H", "C", "C", "H", "C", "H", "N", "C", "C", "H", "C", "N", "H", "H", "H"], "coordinates": [[2.799, -0.993, -0.223], [0.564, 2.339, -3.530], [-1.128, -0.612, -2.282], [-5.083, -0.855, 1.621], [-2.572, 1.543, -0.691], [-1.410, -2.167, 2.991], [-2.715, -2.137, 0.997], [0.894, 2.036, -1.230], [-4.453, 0.579, 0.046], [2.080, 1.503, -3.872], [4.605, -0.982, 1.215], [-4.506, -0.826, 0.696], [-2.402, -0.457, -0.187], [-1.178, 2.042, 1.468], [-1.232, -0.955, 2.739], [1.220, 1.529, -3.193], [1.273, -2.555, -1.578], [2.223, -3.094, -0.976], [4.338, -4.233, 0.341], [-4.830, 0.559, -0.978], [7.071, -4.320, 2.353], [-0.831, 0.311, -2.579], [3.705, -4.875, -0.250], [5.419, -4.741, 1.038], [0.634, -0.299, 0.670], [-3.008, -1.093, 0.942], [-0.196, -0.283, 2.917], [-2.492, -0.258, 2.127], [6.550, -1.899, 2.475], [-5.008, 1.334, 0.604], [-1.091, 2.922, 2.336], [-0.400, 1.843, 0.492], [-4.921, -1.566, 0.008], [6.228, -3.912, 1.807], [0.260, -0.022, -4.342], [0.455, 0.212, -3.286], [5.936, -2.558, 1.872], [-3.217, 1.778, 2.012], [4.050, -2.864, 0.406], [-0.706, 0.827, -1.710], [2.973, -2.282, -0.290], [4.858, -2.031, 1.179], [-2.936, 0.848, 0.061], [2.185, 1.056, -1.469], [-2.473, 1.169, 1.495], [1.678, 1.848, -1.853], [-3.224, -0.296, 2.938], [1.091, -0.583, -2.878], [5.630, -5.802, 0.983]]}

Record 4
{"formula": "C16H21MoN3OSi", "method": "ωB97M-V/def2-TZVPD", "charge": 2, "de_lowest_kcal_mol": 24.7, "lumo_energy_ev": [-8.10, -8.12], "multiplicity": 1, "homo_lumo_gap_ev": [7.5, 7.5], "symbols": ["H", "H", "C", "C", "H", "H", "H", "H", "C", "C", "C", "H", "H", "H", "H", "H", "H", "H", "C", "Mo", "C", "C", "C", "H", "H", "H", "C", "N", "C", "C", "H", "C", "O", "N", "H", "H", "C", "C", "H", "H", "Si", "N", "C"], "coordinates": [[-4.130, 0.726, -1.146], [-3.114, 1.462, 0.100], [3.090, -3.591, -1.555], [-0.008, 1.201, 2.758], [-0.846, -1.919, -1.274], [-2.303, -1.420, -0.391], [-1.049, 3.770, 4.664], [-0.857, -1.153, 0.350], [-0.417, 3.026, 1.427], [-1.286, -1.123, -0.677], [1.554, -1.941, 1.483], [-2.687, -0.555, -3.713], [0.663, 1.440, -1.906], [2.407, -1.984, 2.165], [-0.427, 3.465, 0.442], [1.943, -0.674, -2.807], [-3.353, 2.274, -1.458], [-0.921, -0.543, -3.785], [-1.796, 0.032, -3.476], [0.567, 0.380, -0.103], [-0.773, 3.782, 2.531], [-0.765, 3.202, 3.788], [2.832, -2.600, -2.500], [3.159, -2.703, -3.525], [-0.302, 1.361, 4.850], [0.839, -2.683, 1.853], [2.672, -3.405, -0.252], [-0.050, 1.739, 1.521], [0.536, -0.184, 2.816], [-0.364, 1.877, 3.901], [2.874, -4.143, 0.513], [-3.219, 1.304, -0.975], [0.606, -0.856, 3.803], [0.967, -0.600, 1.543], [3.623, -4.490, -1.835], [-0.603, 2.672, -1.583], [2.155, -1.472, -2.107], [-0.294, 1.662, -1.324], [-1.055, 4.816, 2.395], [-1.837, 0.946, -4.070], [-1.754, 0.444, -1.683], [1.727, -1.298, -0.838], [1.995, -2.243, 0.081]]}

Record 5
{"formula": "C16H21N3O2", "method": "ωB97M-V/def2-TZVPD", "charge": 0, "de_lowest_kcal_mol": 56.8, "lumo_energy_ev": 0.75, "multiplicity": 1, "homo_lumo_gap_ev": 9.3, "symbols": ["H", "C", "C", "H", "C", "C", "O", "H", "N", "H", "H", "H", "C", "H", "H", "C", "C", "H", "C", "H", "C", "H", "C", "O", "C", "H", "N", "H", "H", "C", "C", "H", "H", "H", "H", "H", "C", "N", "C", "H", "H", "C"], "coordinates": [[4.368, 0.549, 0.643], [-2.638, -2.194, 0.016], [-3.886, -1.394, 0.354], [0.728, -1.167, -0.761], [-0.516, 1.323, -0.979], [1.585, -1.648, -0.337], [-2.452, -2.643, -1.086], [0.326, 1.178, -1.639], [3.668, -2.068, 0.156], [-2.137, -2.925, 1.947], [-1.414, -1.371, 1.547], [4.280, 1.817, -0.583], [-1.655, 0.564, -1.180], [-4.026, -0.507, -1.599], [-3.595, 1.817, 1.268], [-0.475, 2.268, 0.039], [-2.732, 1.672, 0.634], [1.824, 2.550, -1.258], [-3.977, -0.163, -0.565], [2.618, 0.309, -1.845], [2.482, 1.595, 0.592], [2.744, 1.949, 1.590], [3.367, -0.053, -1.139], [0.580, 3.093, 0.314], [-1.665, -2.353, 1.150], [4.269, -0.339, -1.688], [2.853, -1.230, -0.496], [2.455, 3.668, -0.040], [-4.891, 0.389, -0.335], [-1.604, 2.438, 0.840], [3.718, 1.017, -0.098], [-1.570, 3.182, 1.621], [-3.871, -1.083, 1.399], [-4.758, -2.028, 0.182], [-0.759, -2.859, 0.825], [-1.669, -0.167, -1.976], [2.857, -2.958, 0.674], [1.558, -2.737, 0.395], [-2.775, 0.718, -0.378], [1.728, 0.812, 0.717], [3.199, -3.784, 1.261], [1.859, 2.763, -0.182]]}

Record 6
{"formula": "C16H21N3O2", "method": "ωB97M-V/def2-TZVPD", "charge": 0, "de_lowest_kcal_mol": 13.0, "lumo_energy_ev": 0.67, "multiplicity": 1, "homo_lumo_gap_ev": 9.3, "symbols": ["N", "C", "H", "H", "C", "H", "H", "N", "H", "H", "N", "O", "H", "C", "C", "H", "C", "H", "C", "H", "H", "C", "H", "C", "H", "H", "H", "H", "C", "C", "C", "H", "C", "H", "C", "C", "C", "O", "C", "H", "H", "H"], "coordinates": [[1.921, 0.502, -0.455], [0.976, -0.408, 1.617], [1.388, 1.032, 3.144], [1.818, -3.602, 2.759], [-1.707, 1.632, -2.476], [-0.686, 1.355, 4.066], [2.355, -1.245, 3.009], [0.635, 0.989, -2.264], [2.574, -4.037, 0.491], [-2.801, 1.519, 2.853], [-0.292, -0.225, -0.460], [-1.097, -1.548, 1.157], [0.491, -3.249, 1.658], [2.186, 0.034, 0.806], [-0.530, 1.101, -3.007], [-3.721, 2.220, -2.861], [2.449, -3.001, 0.801], [-1.127, -0.418, -1.004], [-0.488, 0.759, -4.359], [-2.045, 0.991, 1.358], [-1.734, 1.941, -1.440], [-0.216, -0.814, 0.779], [2.078, -2.440, -0.056], [1.384, -1.524, 2.596], [-3.648, 1.568, -5.240], [0.617, 1.736, 1.726], [-1.605, 2.549, 2.068], [0.428, 0.359, -4.765], [1.482, -2.919, 1.975], [-1.608, 0.919, -5.151], [-2.776, 1.439, -4.617], [0.660, -1.562, 3.410], [0.714, 0.467, -1.114], [-1.063, -0.188, 3.306], [-0.771, 0.843, 3.106], [0.594, 0.882, 2.409], [-1.870, 1.517, 2.292], [3.306, 0.078, 1.252], [-2.818, 1.802, -3.281], [3.422, -2.602, 1.076], [-1.568, 0.642, -6.194], [2.691, 0.906, -0.975]]}

Record 7
{"formula": "C16H21N3O3S2", "method": "ωB97M-V/def2-TZVPD", "charge": 0, "de_lowest_kcal_mol": 51.2, "lumo_energy_ev": 0.39, "multiplicity": 1, "homo_lumo_gap_ev": 9.6, "symbols": ["O", "H", "S", "H", "H", "N", "C", "C", "C", "C", "H", "C", "C", "H", "N", "H", "H", "C", "C", "C", "S", "H", "N", "H", "H", "H", "H", "H", "C", "H", "H", "C", "O", "H", "C", "H", "H", "C", "H", "H", "C", "C", "H", "C", "O"], "coordinates": [[0.143, 2.943, 1.201], [-2.365, -5.339, 1.597], [-1.508, -1.314, -1.352], [-4.005, -3.288, 0.036], [-2.825, -2.255, 2.006], [-2.671, 0.750, -0.390], [5.029, 1.055, 0.121], [-3.044, -3.673, 0.388], [-0.843, -2.895, 1.432], [4.473, 0.908, -1.138], [1.613, 4.375, -0.580], [-1.991, 0.369, -1.415], [-3.297, -4.865, 1.301], [-0.616, -1.361, 2.937], [-1.622, 1.166, -2.470], [-3.903, -5.606, 0.785], [-2.135, 2.815, -0.491], [-1.266, 3.118, -1.067], [-1.177, 2.460, -2.402], [-2.299, -1.326, 0.219], [0.227, 2.505, -0.160], [2.961, 3.433, 1.341], [-2.831, -0.201, 0.520], [-3.827, -4.553, 2.198], [0.028, -0.903, 1.363], [-1.389, 0.688, -3.333], [-1.165, 4.195, -1.140], [0.907, -2.050, 2.368], [3.379, 1.671, -1.507], [4.889, 0.194, -1.834], [5.881, 0.458, 0.409], [4.488, 1.968, 1.011], [0.341, 1.091, -0.393], [-0.332, -3.213, 0.519], [-0.086, -1.730, 2.062], [-0.849, -3.736, 2.127], [1.409, 3.359, -2.048], [2.839, 2.595, -0.623], [-2.471, -3.990, -0.486], [2.941, 1.552, -2.487], [1.619, 3.366, -0.982], [-2.294, -2.528, 1.088], [4.914, 2.080, 1.997], [3.396, 2.733, 0.644], [-0.668, 2.981, -3.372]]}

Record 8
{"formula": "C16H21N3O5", "method": "ωB97M-V/def2-TZVPD", "charge": 0, "de_lowest_kcal_mol": 77.6, "lumo_energy_ev": -0.26, "multiplicity": 1, "homo_lumo_gap_ev": 9.2, "symbols": ["H", "H", "C", "C", "N", "C", "C", "H", "H", "C", "H", "N", "H", "H", "H", "H", "C", "O", "H", "N", "C", "H", "C", "O", "H", "C", "H", "H", "C", "H", "H", "C", "O", "H", "C", "C", "C", "H", "H", "O", "C", "O", "H", "C", "H"], "coordinates": [[-1.760, -2.012, 0.225], [0.042, 2.048, 2.787], [1.395, 0.801, -0.344], [1.930, -0.213, -1.320], [-0.825, 1.860, -0.076], [-1.649, 0.326, 2.468], [-2.883, 2.037, 1.247], [0.719, 3.040, 0.724], [-0.839, 3.838, 0.486], [2.866, -2.081, -3.136], [2.639, 1.252, -2.715], [3.355, -3.050, -4.078], [-3.372, -2.220, 2.827], [3.486, -0.422, -4.331], [-3.781, 1.436, 1.376], [1.313, -1.899, -0.152], [-0.139, 0.738, -0.419], [-0.634, -0.082, 2.985], [2.150, -3.568, -1.780], [-1.894, 1.652, 2.231], [-2.279, 1.831, -0.159], [1.720, 1.794, -0.669], [-0.357, 2.907, 0.801], [-0.710, -0.245, -0.850], [1.239, -0.144, 1.620], [-2.520, -2.482, 0.846], [-2.309, -3.545, 0.928], [-1.594, -2.057, 2.764], [1.794, -1.575, -1.060], [-2.557, 0.856, -0.562], [2.010, 1.435, 1.650], [2.536, 0.198, -2.503], [3.235, -4.224, -3.797], [-3.129, 3.087, 1.424], [2.255, -2.510, -1.963], [-2.530, -1.854, 2.232], [3.010, -0.727, -3.411], [2.890, 0.048, 1.026], [-1.039, 3.462, 2.805], [3.865, -2.638, -5.100], [1.910, 0.517, 1.078], [-2.693, -0.439, 2.121], [-3.486, -2.348, 0.365], [-0.763, 2.557, 2.257], [-2.614, 2.614, -0.846]]}

The calculation returns the following energy values, one per record and in order: -42100.7718; -45925.8360; -53550.9738; -33168.6673; -25497.9732; -25499.8743; -49215.7905; -31638.9873 eV.
The calculation returns the following maximum force values, one per record and in order: 6.158; 0.520; 0.865; 1.268; 0.895; 0.823; 1.664; 1.388 eV Å⁻¹.